# 1
Formula: C11H23BBr2O3S
Source: the Open Molecules 2025 dataset
Level of theory: ωB97M-V/def2-TZVPD

Each line ends with the Löwdin charge.
CARTESIAN COORDINATES (ANGSTROEM)
C1 -2.42359 4.54324 2.65079  -0.11
C2 -0.97286 4.37600 2.04726  -0.26
C3 -0.67727 2.96899 1.39581  -0.18
C4 -0.83956 1.71806 2.37622  -0.31
C5 -0.58964 2.08783 3.92676  -0.10
B1 -2.27953 1.00464 2.29190  -0.18
C6 -2.88759 0.21642 1.03664  -0.59
Br1 -4.84486 0.40092 0.74320  0.61
C7 -2.20433 -0.60545 0.15251  -0.68
C8 -0.66380 -0.86097 0.30082  -0.12
Br2 -3.12537 -1.54997 -1.32697  0.62
H1 -3.19788 4.60334 1.84065  0.08
H2 -2.43310 5.51274 3.24013  0.08
H3 -2.73649 3.73206 3.36004  0.05
H4 -0.88973 5.13676 1.20703  0.11
H5 -0.16863 4.67899 2.78360  0.10
H6 -1.27736 2.80416 0.46032  0.11
H7 0.41634 2.98391 1.08960  0.12
H8 0.01269 1.01148 2.12444  0.11
H9 -1.52745 2.38649 4.46068  0.06
H10 0.26332 2.80718 4.06774  0.08
H11 -0.26267 1.10912 4.40312  0.08
H12 -2.99183 1.10393 3.24636  0.07
H13 -0.10515 -0.04508 -0.24760  0.10
H14 -0.40059 -1.81760 -0.23758  0.06
H15 -0.31827 -0.99404 1.36097  0.09
C9 0.46521 -3.11316 -4.23725  -0.07
C10 1.10441 -3.93641 -3.13501  -0.26
O1 2.52825 -3.97973 -3.26140  -0.26
S1 3.37581 -2.69162 -2.79018  0.59
C11 4.96629 -3.46401 -2.78780  -0.12
O2 3.01347 -2.36637 -1.43660  -0.29
O3 3.34430 -1.70723 -3.83631  -0.28
H16 0.72068 -2.05686 -4.13678  0.07
H17 -0.62211 -3.20262 -4.20193  0.08
H18 0.81760 -3.43874 -5.21789  0.09
H19 0.81665 -3.56594 -2.14739  0.11
H20 0.75292 -4.96714 -3.20682  0.12
H21 4.97620 -4.24784 -2.03288  0.07
H22 5.70634 -2.70166 -2.54861  0.08
H23 5.15919 -3.87380 -3.77759  0.08

Summary:
E_tot, a.u.: -6229.63027

***

# 2
Formula: C11H23ClCoNO2P2
Source: the Open Molecules 2025 dataset
Level of theory: ωB97M-V/def2-TZVPD

Each line ends with the Löwdin charge.
CARTESIAN COORDINATES (ANGSTROEM)
Co1 -0.11290 -0.97721 -0.01578  0.17
P1 -2.04355 -0.45187 -1.05453  0.79
C1 -2.07453 1.28992 -0.84817  -0.15
C2 -1.20417 1.85503 0.09747  -0.30
N1 -0.48253 0.90037 0.82168  -0.03
C3 0.06088 1.20762 2.03258  -0.27
C4 -0.01649 2.51103 2.54356  0.02
C5 -0.68501 3.48888 1.80600  -0.01
C6 -1.22461 3.22426 0.55718  0.04
C7 0.93461 0.16713 2.75318  -0.22
P2 1.34274 -1.11122 1.49713  0.78
H1 -1.72960 3.97708 -0.07592  0.14
H2 0.41939 2.74752 3.54018  0.15
H3 -0.70922 4.52945 2.15102  0.14
H4 1.87604 0.57540 3.18583  0.12
H5 0.43358 -0.33781 3.60214  0.12
H6 1.09932 1.96765 -4.98788  0.03
H7 -2.47301 1.97390 -1.61397  0.11
H8 2.57199 -0.94101 -1.76140  0.03
O1 1.52939 1.78437 -4.15496  -0.07
H9 1.69922 2.67759 -3.79676  0.05
H10 0.81683 -2.01399 -1.19938  -0.13
O2 2.40633 -1.80468 -2.15243  -0.08
H11 2.07334 -1.60719 -3.07443  0.11
C8 3.01187 -0.67716 0.90109  -0.21
H12 3.64551 -0.49174 1.78149  0.07
H13 3.42004 -1.51119 0.30725  0.06
H14 2.96230 0.24435 0.29541  0.06
C9 1.55505 -2.65891 2.42359  -0.22
H15 1.66803 -3.48240 1.69691  0.05
H16 2.45234 -2.57935 3.06676  0.08
H17 0.65156 -2.82074 3.03828  0.07
C10 -3.64383 -0.91444 -0.27758  -0.20
H18 -4.48825 -0.45243 -0.80827  0.07
H19 -3.73947 -2.00639 -0.34130  0.06
H20 -3.66400 -0.60893 0.77777  0.06
C11 -2.07740 -1.07739 -2.74885  -0.23
H21 -2.05958 -2.17349 -2.69726  0.05
H22 -2.99454 -0.71806 -3.23100  0.07
H23 -1.19387 -0.69289 -3.27218  0.05
Cl1 -0.01379 -3.01105 -0.76449  0.58

Summary:
Total charge: +2
2S+1: 5
ΔE to the lowest compared entry with this formula, charge and spin, eV: 1.473

***

# 3
Formula: C11H23CoN2O7P
Source: the Open Molecules 2025 dataset
Level of theory: ωB97M-V/def2-TZVPD

Each line ends with the Löwdin charge.
CARTESIAN COORDINATES (ANGSTROEM)
Co1 -0.05754 0.93020 0.18287  0.43
O1 -1.25435 2.81989 -3.05219  0.23
C1 -0.72712 2.47374 -1.91364  -0.41
O2 -0.11544 1.42430 -1.73650  0.05
C2 -0.91515 3.45716 -0.79574  -0.05
O3 -0.13154 3.01697 0.30323  -0.17
C3 1.25583 3.47782 0.28056  -0.02
C4 2.18751 2.32763 -0.12033  -0.57
O4 3.19648 2.50829 -0.74060  0.14
O5 1.76476 1.17243 0.35509  -0.13
H1 -1.12999 2.12173 -3.71733  0.17
H2 -1.96907 3.47060 -0.51673  0.16
H3 -0.63108 4.45676 -1.12584  0.16
H4 1.50182 3.78692 1.29570  0.15
H5 1.35980 4.33033 -0.38568  0.14
N1 -0.36375 0.91743 2.07837  0.04
N2 -1.70725 0.54485 2.28460  0.04
C5 -2.55675 0.62127 1.16298  -0.65
O6 -3.73872 0.45278 1.27361  0.12
O7 -1.89707 0.85938 0.04737  -0.10
H6 0.26332 0.31452 2.60684  0.14
H7 -0.19628 1.88725 2.34737  0.14
H8 -2.10945 0.71188 3.19536  0.16
C6 -0.41241 -2.85327 -2.52868  -0.12
C7 -0.49894 -1.42716 -1.97737  -0.35
P1 0.13320 -1.24104 -0.28426  1.03
C8 -0.85212 -2.43402 0.67513  -0.33
C9 -0.64976 -2.52233 2.18788  -0.11
C10 1.85007 -1.83284 -0.30900  -0.34
C11 2.65393 -1.72750 0.98838  -0.12
H9 -0.80550 -2.86986 -3.54435  0.08
H10 -1.00132 -3.55792 -1.94332  0.07
H11 0.61549 -3.21112 -2.57207  0.07
H12 -1.53395 -1.07725 -1.94892  0.10
H13 0.06014 -0.73817 -2.60469  0.08
H14 -0.59759 -3.39864 0.22740  0.09
H15 -1.89769 -2.22950 0.42846  0.10
H16 0.38848 -2.71597 2.45141  0.06
H17 -1.24152 -3.34957 2.57723  0.09
H18 -0.98731 -1.62204 2.69012  0.04
H19 2.34001 -1.27249 -1.10933  0.10
H20 1.78781 -2.87794 -0.62516  0.09
H21 2.66638 -0.70850 1.36156  0.05
H22 3.68396 -2.02148 0.79253  0.09
H23 2.26962 -2.39547 1.75767  0.06

Summary:
Total charge: +1
ΔE to the lowest compared entry with this formula, charge and spin, eV: 0.000

***

# 4
Formula: C11H23INO2P2W
Source: the Open Molecules 2025 dataset
Level of theory: ωB97M-V/def2-TZVPD

Each line ends with the Löwdin charge.
CARTESIAN COORDINATES (ANGSTROEM)
W1 1.15302 -0.51939 1.07124  0.58
P1 0.91077 -1.90427 -0.74006  0.74
C1 -0.91004 -2.25779 -0.71593  -0.21
C2 -1.70336 -1.30967 0.22470  -0.24
N1 -0.95841 -0.51927 1.05566  -0.10
C3 -1.52647 0.46366 1.79575  -0.31
C4 -2.90059 0.48625 1.95312  0.05
C5 -3.70599 -0.37768 1.20146  0.07
C6 -3.08815 -1.24850 0.29840  0.04
C7 -0.55039 1.46470 2.29390  -0.20
P2 0.89444 1.77687 1.06574  0.78
H1 -3.62921 -1.92187 -0.38815  0.16
H2 -3.33025 1.25916 2.58403  0.15
H3 -4.79924 -0.40685 1.30046  0.16
H4 -1.04361 2.43446 2.40429  0.12
H5 -0.10535 1.20686 3.26987  0.12
H6 -1.30355 -2.37302 -1.73496  0.13
H7 -1.09718 -3.27772 -0.31127  0.12
H8 -1.29371 0.92437 -2.94399  -0.01
O1 -1.85727 0.84015 -3.72162  -0.04
H9 -1.28028 0.44262 -4.38970  0.05
H10 1.80617 0.59482 -0.08789  0.00
O2 1.90066 0.91850 -1.91480  -0.16
H11 2.54691 1.47334 -2.38487  0.09
C8 0.23049 3.04953 -0.08304  -0.14
H12 -0.47419 3.68099 0.46053  0.08
H13 1.07058 3.65510 -0.43006  0.08
H14 -0.25934 2.56492 -0.92997  0.06
C9 2.18078 2.63851 1.98821  -0.19
H15 2.99926 2.81814 1.30301  0.08
H16 1.79336 3.57831 2.35470  0.09
H17 2.53100 2.02508 2.80500  0.03
C10 1.22927 -3.68090 -0.29900  -0.18
H18 0.62400 -4.24123 -1.02650  0.08
H19 2.28372 -3.95044 -0.39207  0.07
H20 0.85819 -3.88552 0.71377  0.08
C11 1.73118 -1.57844 -2.24401  -0.13
H21 2.82056 -1.70263 -2.19295  0.10
H22 1.28528 -2.01926 -3.14512  0.10
H23 1.77576 -0.02507 -2.41582  0.02
I1 3.19117 -1.09684 2.34794  0.69

Summary:
Total charge: +3
2S+1: 3
ΔE to the lowest compared entry with this formula, charge and spin, eV: 1.845

***

# 5
Formula: C11H23N5O3
Source: the Open Molecules 2025 dataset
Level of theory: ωB97M-V/def2-TZVPD

Each line ends with the Löwdin charge.
CARTESIAN COORDINATES (ANGSTROEM)
H1 3.05355 -6.15557 -0.02010  -0.01
N1 3.75837 -5.91842 -0.63645  0.10
C1 3.64702 -4.64800 -0.77082  -0.63
N2 4.46409 -4.14293 -1.72534  0.11
N3 2.83811 -3.80030 -0.10130  0.06
C2 2.52530 -2.37490 -0.18785  -0.20
C3 1.36322 -1.85229 -1.02694  -0.17
C4 1.55316 -0.34439 -0.97964  -0.16
C5 0.46198 0.59100 -1.59321  -0.29
N4 0.94305 1.89228 -1.93525  0.02
C6 -0.82481 0.66696 -0.64666  -0.40
O1 -1.35143 -0.35641 -0.28121  0.07
N5 -1.34158 1.89483 -0.19720  0.05
C7 -2.21463 1.99218 0.96574  -0.19
C8 -3.69387 2.31235 0.61898  -0.42
O2 -4.63777 2.51968 1.42638  0.05
O3 -4.00558 2.18681 -0.66547  0.12
C9 -1.51271 3.00263 1.94499  -0.34
C10 -2.47435 3.38022 3.10971  -0.08
C11 -0.16726 2.49688 2.52405  -0.06
H2 4.84072 -4.97055 -2.19950  0.10
H3 3.82514 -3.67455 -2.33383  0.08
H4 2.52820 -4.16517 0.77032  0.12
H5 2.42722 -2.03167 0.82580  0.12
H6 3.42604 -1.80564 -0.47033  0.12
H7 1.19126 -2.18080 -2.04003  0.12
H8 0.53176 -2.17300 -0.46094  0.09
H9 1.73377 -0.03484 0.08565  0.13
H10 2.51104 -0.11143 -1.46631  0.11
H11 -0.02476 0.24456 -2.52938  0.16
H12 1.86187 2.21237 -1.61139  0.09
H13 0.91127 2.06123 -2.93726  0.08
H14 -0.79656 2.67443 -0.54904  0.12
H15 -2.32214 0.93350 1.31043  0.17
H16 -3.13574 1.98929 -1.12320  0.12
H17 -1.28363 3.91973 1.31817  0.15
H18 -2.02965 4.01568 3.91654  0.09
H19 -3.04485 2.48841 3.42702  0.09
H20 -3.25050 4.04154 2.80194  0.05
H21 0.38914 1.97384 1.68025  0.08
H22 0.37161 3.35076 2.89871  0.07
H23 -0.36917 1.78317 3.28770  0.07

Summary:
ΔE to the lowest compared entry with this formula, charge and spin, eV: 1.810

***

# 6
Formula: C11H23N5O3S
Source: the Open Molecules 2025 dataset
Level of theory: ωB97M-V/def2-TZVPD

Each line ends with the Löwdin charge.
CARTESIAN COORDINATES (ANGSTROEM)
C1 -2.41855 -0.36028 -1.06429  -0.30
C2 -2.21608 0.46497 0.28774  -0.32
C3 -2.90382 -1.83423 -0.78384  -0.23
C4 -3.54354 -2.31625 -2.11921  -0.43
C5 -5.63780 -0.59697 -1.44713  -0.54
C6 0.18892 -0.05804 0.60803  -0.33
C7 0.59946 -0.56737 1.87957  -0.51
C8 1.45839 0.42350 -0.14384  -0.15
C9 1.86620 1.85171 0.43182  -0.15
C10 3.36930 2.27154 0.06421  -0.13
C11 4.76368 0.64707 1.36321  -0.55
H1 -1.08716 -1.25277 -2.40784  0.11
H2 -0.76067 0.46750 -2.11475  0.09
H3 -3.32503 -0.10567 -1.59936  0.08
H4 -3.79192 -1.96112 -0.08165  0.09
H5 -1.93595 -2.22745 -0.48368  0.10
H6 -3.31285 -1.70595 -3.08673  0.10
H7 -3.16294 -3.31166 -2.55810  0.10
H8 -6.69376 -0.21107 -1.36928  0.06
H9 -5.52399 -0.15667 -2.59958  0.10
H10 -5.05544 -0.00881 -0.69896  0.04
H11 -1.13405 1.23409 1.64672  0.11
H12 -0.13393 -0.85596 -0.15055  0.15
H13 2.34474 -0.21702 -0.30821  0.11
H14 1.01743 0.72973 -0.94511  0.01
H15 1.35145 1.74746 1.69833  0.19
H16 1.03990 2.77544 0.12517  0.16
H17 3.41460 2.50979 -1.09694  0.14
H18 3.66290 3.13545 0.66356  0.09
H19 4.55625 0.73120 -0.52698  0.04
H20 4.65201 -1.15824 2.29142  0.05
H21 5.06884 0.58838 3.50683  0.15
H22 6.04521 1.73319 2.45816  0.10
H23 2.25453 -1.60171 1.29617  0.12
N1 -1.15747 -0.40769 -1.80834  0.03
N2 -0.90071 0.84246 0.76729  0.12
N3 4.61628 1.30411 0.20509  0.03
N4 4.41273 -0.66534 1.38694  0.07
N5 5.13017 1.24647 2.60648  0.07
O1 -3.13466 0.91901 0.94570  0.07
O2 -0.06133 -0.19074 2.85732  0.09
O3 1.45834 -1.59622 1.93829  0.09
S1 -5.37967 -2.25581 -1.63372  0.78

Summary:
ΔE to the lowest compared entry with this formula, charge and spin, eV: 7.585